40
Properties=species:S:1:pos:R:3:forces:R:3:lowdin_charge:R:1 method="wB97M-V/def2-TZVPD" e_homo_ev=-14.063 orbital_gap_ev=6.984 total_charge=+2 max_force_ev_per_a=0.1 mol_weight_da=940.20 e_tot_ev=-304345.7783 e_above_lowest_kcal_mol=0.0 spin_multiplicity=1 lumo_ha=-0.2602
Sn 2.10962 -0.41971 1.86671 0.03 -0.02 0.00 1.11
O -1.17891 -1.31223 -0.26710 -0.04 -0.02 0.00 -0.23
C 0.09328 -1.26249 -0.20151 -0.02 0.01 0.00 -0.51
N 0.79597 -0.15629 -0.03142 0.02 0.04 -0.01 0.03
C 0.21344 1.08404 -0.30221 0.00 0.00 0.00 -0.42
O -0.64083 1.26249 -1.14146 0.03 0.01 -0.02 0.00
C 0.79231 2.22447 0.47152 -0.02 0.02 -0.02 -0.21
C 0.49649 3.53088 0.13732 0.00 0.00 -0.01 0.03
C 1.05593 4.54879 0.90048 -0.01 0.00 -0.01 0.00
C 1.88061 4.22021 1.96228 0.00 0.00 0.01 0.00
C 2.13051 2.88119 2.22343 0.00 -0.01 0.01 -0.10
N 1.59628 1.90849 1.48867 0.01 0.02 0.05 -0.07
C 0.84097 -2.54431 -0.12626 -0.02 -0.02 -0.02 -0.25
C 0.41030 -3.69013 -0.76084 0.00 0.00 0.00 0.01
C 1.19252 -4.83432 -0.62969 -0.01 -0.01 -0.01 0.01
C 2.33134 -4.78927 0.15202 0.00 -0.01 0.01 0.01
C 2.66391 -3.60063 0.79175 0.00 0.02 0.02 -0.08
N 1.93720 -2.49996 0.63844 0.02 -0.02 0.02 -0.05
H -0.13934 3.73491 -0.71228 0.00 0.00 0.00 0.13
H 0.85532 5.58475 0.66311 0.00 0.00 0.00 0.13
H 2.33580 4.98244 2.57826 0.00 0.00 0.00 0.13
H 2.77914 2.57923 3.03762 0.00 0.00 0.00 0.12
H -0.49982 -3.68490 -1.34326 0.00 0.00 0.00 0.13
H 0.90511 -5.75052 -1.12712 0.00 0.00 0.00 0.13
H 2.95583 -5.66139 0.28273 0.00 0.00 0.00 0.13
H 3.52749 -3.53154 1.44209 0.00 0.00 0.00 0.13
C -3.32309 0.02668 -2.14317 -0.04 -0.02 -0.01 -0.34
Te -3.58115 1.94319 -1.31957 0.04 0.02 -0.04 1.36
C -5.68992 1.84496 -1.25444 0.01 -0.02 0.02 -0.36
H -3.76212 -0.70027 -1.46248 0.00 0.00 0.00 0.00
H -2.25937 -0.13328 -2.27486 -0.02 0.02 0.01 0.00
H -3.85444 0.03708 -3.09388 -0.01 0.00 0.00 0.04
H -6.05405 1.90098 -2.27901 0.01 0.00 0.00 0.03
H -6.05231 2.69191 -0.67788 0.00 0.00 0.00 0.03
H -5.98088 0.90349 -0.79405 -0.01 0.00 0.00 0.02
Se -4.11276 -0.51265 1.48251 0.01 0.06 -0.01 0.17
Sb -1.99564 -1.91471 1.68290 -0.01 -0.01 -0.02 0.34
Se -0.40172 -0.67648 3.06936 0.01 0.01 0.01 0.11
Se -2.45053 -4.18438 1.64665 0.02 0.00 0.00 0.15
Se -3.16132 1.57277 1.15100 -0.05 -0.05 0.04 0.13

=====

16
Properties=species:S:1:pos:R:3:forces:R:3:lowdin_charge:R:1 method="wB97M-V/def2-TZVPD" e_homo_ev=-8.453 orbital_gap_ev=8.918 total_charge=0 max_force_ev_per_a=1.3 mol_weight_da=99.13 e_tot_ev=-8865.2211 e_above_lowest_kcal_mol=92.0 smiles="C=C(C)C#N.CO" spin_multiplicity=1 lumo_ha=0.0171
C -0.45571 -0.16875 1.05542 -0.29 0.58 0.50 0.06
C 0.45343 0.82836 0.96153 -0.70 0.30 0.19 -0.35
C 0.78570 1.64756 -0.26713 -0.11 0.12 -0.04 -0.06
C 0.61612 1.49943 2.20947 0.11 0.71 1.03 -0.25
N 0.44815 2.20214 3.11863 0.64 -0.64 -0.48 0.13
H -0.46524 -0.82151 1.92471 -0.30 0.54 0.29 0.10
H -1.29004 -0.29973 0.38241 0.22 -0.08 -0.12 0.07
H 1.70099 2.22564 -0.09972 -0.21 -0.08 0.04 0.08
H 0.94203 1.02141 -1.14990 -0.15 0.08 0.27 0.07
H -0.02021 2.35473 -0.48169 0.07 0.06 -0.08 0.09
C -0.78093 -1.86604 -1.44319 -0.13 -0.23 -0.31 -0.13
O 0.19775 -1.18866 -0.70822 0.42 0.03 -0.46 -0.20
H -0.51289 -1.96887 -2.49470 0.00 -0.14 -0.02 0.08
H -1.66042 -1.20486 -1.38943 0.19 -0.26 -0.11 0.09
H -1.07715 -2.83195 -1.01568 0.26 0.06 -0.08 0.09
H 1.11844 -1.42891 -0.60251 -0.02 -1.03 -0.63 0.12